{"formula": "C6H20O4", "method": "ωB97M-V/def2-TZVPD", "gap_ha": 0.358, "e_above_lowest_ev": 1.064, "e_homo_ev": -9.43, "e_tot_ha": -541.51562, "largest_force_ev_per_a": 3.84, "smiles": "CC(C)O.CC(C)O.O.O", "symbols": ["O", "H", "H", "O", "H", "H", "C", "C", "C", "O", "H", "H", "H", "H", "H", "H", "H", "H", "C", "C", "C", "O", "H", "H", "H", "H", "H", "H", "H", "H"], "positions_angstrom": [[-0.688, 3.961, 3.481], [0.000, 3.315, 3.319], [-0.237, 4.805, 3.454], [0.036, 0.749, 1.460], [0.935, 0.421, 1.463], [0.005, 1.370, 2.188], [-2.857, -0.530, -0.565], [-2.747, 1.019, -0.527], [-3.011, 1.629, 0.751], [-1.479, 1.366, -0.896], [-2.751, -0.972, -1.555], [-3.888, -0.787, -0.320], [-2.206, -1.024, 0.156], [-3.453, 1.378, -1.277], [-2.739, 2.682, 0.818], [-2.564, 1.098, 1.592], [-4.047, 1.653, 1.088], [-0.902, 1.132, -0.165], [1.968, -2.809, -1.866], [2.732, -2.118, -0.720], [3.952, -1.264, -1.008], [1.751, -1.212, -0.204], [1.632, -2.133, -2.653], [1.020, -3.278, -1.606], [2.589, -3.492, -2.446], [2.942, -2.815, 0.092], [3.820, -0.615, -1.873], [4.625, -2.091, -1.236], [4.188, -0.784, -0.058], [1.373, -0.654, -0.888]]}